Below is a 21-piece molecular cluster, C32H34BrCl60FI2NO overall at a distorted geometry, with properties calculated with the ωB97M-V functional and the def2-TZVPD basis.

Structure (XYZ):
```
132
Properties=species:S:1:pos:R:3:forces:R:3:lowdin_charge:R:1
C -1.3877 0.2763 8.8992 -0.492 -1.211 -0.790 -0.1867
C -0.8746 -0.0911 7.4584 1.376 0.460 0.792 -0.7108
I -2.3131 -0.5151 5.9060 0.700 0.066 0.985 0.9481
C 0.4650 -0.1402 7.2040 -0.272 0.217 -1.716 -0.6835
I 1.8808 0.3547 8.7867 -0.625 -0.401 -1.236 0.8981
C 1.0630 -0.5476 5.7834 -0.248 -2.007 0.207 -0.2172
C 1.0512 -1.9987 5.4928 0.970 1.733 -1.677 -0.0375
C 1.5932 -2.5003 4.2119 -0.178 2.464 0.769 -0.4785
Br 1.6217 -4.4095 3.8419 -0.008 2.085 0.644 0.7800
C 2.1245 -1.4848 3.2537 -0.621 -0.136 2.080 -0.2764
O 2.6477 -1.8599 2.0360 0.061 0.451 1.186 -0.1077
C 2.0991 -0.0672 3.6317 -0.302 -2.091 -0.262 -0.1596
F 2.6306 0.7915 2.7205 -0.980 -1.023 2.297 0.0990
N 1.5717 0.3867 4.8555 -0.047 -1.857 -0.553 0.0659
C 1.5751 1.8524 5.1055 0.779 1.821 -0.856 -0.0895
C 0.7049 2.7014 4.0927 -0.445 1.210 0.501 -0.3826
C -0.8471 2.6552 4.3649 0.006 0.338 -0.755 -0.1204
C 1.1615 4.2362 4.2732 -0.186 -0.757 -0.829 -0.1173
H -2.5088 0.3198 8.8543 1.193 0.242 0.286 0.0033
H -0.9183 1.1996 9.3210 -0.524 -0.689 -0.633 0.0588
H -1.1048 -0.5897 9.5737 -0.339 0.961 -0.675 0.0922
H 0.6199 -2.6994 6.2558 0.578 0.905 -0.919 0.1335
H 3.5954 -2.1009 2.1298 -0.511 0.151 0.023 0.1050
H 1.3106 2.1418 6.1535 0.046 -0.882 -0.843 0.1237
H 2.6472 2.1874 4.9510 -1.101 -0.517 0.221 0.1425
H 0.8806 2.4640 3.0057 0.146 -0.300 1.631 0.0368
H -1.2727 1.6187 4.3654 0.419 0.991 0.165 -0.0148
H -1.3418 3.1887 3.4970 0.481 -0.571 0.996 0.0577
H -1.1423 3.2573 5.2759 0.438 -1.002 -0.726 0.0935
H 2.1369 4.2949 4.8338 -1.188 0.198 -0.661 -0.0094
H 0.3408 4.8221 4.7587 0.973 -0.495 -0.102 0.0721
H 1.2868 4.6771 3.2390 0.098 -0.372 1.220 0.0828
C -5.8029 0.2873 8.8332 0.262 0.062 0.073 -1.5527
Cl -5.7592 -1.0386 7.6589 0.283 -0.097 0.240 0.4925
Cl -4.8699 -0.1300 10.2750 -0.130 -0.012 -0.054 0.5608
Cl -5.1939 1.7790 8.1065 -0.070 -0.084 0.011 0.5360
H -6.8334 0.4485 9.1307 0.170 -0.015 0.032 -0.0494
C 2.5889 7.7813 6.3489 -0.045 0.195 -0.102 -1.5184
Cl 1.2170 8.7732 6.8525 0.117 -0.080 -0.001 0.5359
Cl 2.2989 6.0796 6.7407 0.127 0.196 0.241 0.5449
Cl 2.8998 7.9778 4.6200 0.002 -0.023 0.158 0.5148
H 3.4683 8.1125 6.8930 -0.101 -0.077 -0.060 0.0152
C 5.1464 5.6333 1.8465 0.138 0.118 0.008 -1.5190
Cl 4.1760 6.9718 1.2209 0.023 -0.127 0.018 0.5295
Cl 6.7807 6.1792 2.2313 -0.267 -0.124 -0.076 0.5021
Cl 4.3786 4.9212 3.2727 0.061 -0.081 -0.105 0.5272
H 5.2117 4.8699 1.0771 -0.046 0.086 0.103 -0.0060
C -6.7401 -0.6954 4.1297 -0.138 0.088 -0.039 -1.5368
Cl -7.6755 0.6791 3.5330 0.608 -0.581 0.236 0.4697
Cl -7.6384 -2.1997 3.9089 0.078 0.110 0.080 0.5446
Cl -5.1684 -0.7833 3.3142 0.099 -0.004 0.087 0.4883
H -6.5662 -0.5545 5.1918 -0.008 0.000 -0.144 -0.0677
C 10.1911 8.2586 1.3864 -0.035 0.246 -0.096 -1.5236
Cl 8.9203 8.2662 0.1598 0.126 -0.033 0.064 0.5234
Cl 10.5915 9.9071 1.8760 0.005 -0.158 -0.017 0.5396
Cl 9.6989 7.2964 2.7899 0.181 -0.025 -0.004 0.5025
H 11.0784 7.8041 0.9564 -0.117 0.022 0.088 0.0173
C -0.6461 0.8783 0.1824 -0.177 -0.115 -0.002 -1.4761
Cl 0.5957 -0.2899 0.6383 -0.982 -0.033 0.346 0.5678
Cl -2.2580 0.1952 0.4230 0.079 0.086 -0.030 0.5509
Cl -0.4659 2.3807 1.1027 -0.150 -0.134 -0.621 0.6267
H -0.5262 1.1095 -0.8722 0.024 -0.020 0.130 -0.0040
C 3.4277 1.3809 -1.8794 0.078 -0.070 0.077 -1.5094
Cl 4.5894 2.5196 -1.1866 -0.030 -0.055 -0.071 0.5304
Cl 3.1174 0.0495 -0.7601 0.824 0.210 -0.545 0.5098
Cl 1.9196 2.2073 -2.2943 0.053 -0.038 0.005 0.5480
H 3.8539 0.9709 -2.7900 -0.059 0.088 0.098 0.0196
C 8.9313 8.2647 6.4622 0.018 0.076 0.055 -1.5572
Cl 10.0574 9.4422 7.1436 -0.061 -0.099 -0.090 0.5304
Cl 8.6587 6.9354 7.5965 0.015 0.017 -0.086 0.5135
Cl 7.4004 9.0420 6.0358 0.093 -0.081 -0.056 0.5079
H 9.3720 7.8555 5.5570 -0.089 0.095 0.139 -0.0389
C 1.6037 -6.0275 0.1087 -0.272 0.050 -0.042 -1.5560
Cl 0.3286 -6.0280 -1.1114 -0.155 -0.085 0.370 0.5058
Cl 1.9861 -4.3740 0.6080 0.031 -0.128 -0.490 0.5102
Cl 1.1277 -7.0053 1.5055 0.057 -0.008 -0.033 0.5241
H 2.4943 -6.4677 -0.3261 -0.127 -0.038 0.158 -0.0474
C 3.0762 -5.9475 -4.2959 -0.095 -0.206 -0.113 -1.4892
Cl 1.5976 -6.7825 -4.7769 0.682 -0.046 0.072 0.4948
Cl 3.1352 -5.7442 -2.5374 0.497 0.217 -0.466 0.5569
Cl 4.5010 -6.8249 -4.8657 -0.053 0.093 0.020 0.5402
H 3.0759 -4.9625 -4.7532 0.009 -0.100 0.105 0.0230
C -1.9680 -4.6308 -5.4449 0.022 0.046 0.000 -1.4902
Cl -2.0407 -5.9551 -6.6229 -0.157 0.020 0.475 0.4836
Cl -0.9084 -5.0647 -4.0963 -0.455 0.263 0.009 0.4806
Cl -1.4178 -3.1324 -6.1983 -0.071 -0.031 0.262 0.5194
H -2.9685 -4.4684 -5.0560 0.117 -0.049 -0.071 0.0193
C -1.0203 -3.5797 -10.5899 -0.193 -0.214 0.142 -1.5649
Cl -2.3317 -3.6056 -11.7725 0.142 -0.200 0.211 0.5013
Cl -0.6036 -1.9134 -10.1612 0.038 -0.032 -0.045 0.5174
Cl -1.4606 -4.5009 -9.1465 0.161 0.133 -0.621 0.4842
H -0.1455 -4.0458 -11.0408 -0.373 0.116 0.356 -0.0936
C -11.3581 2.5338 2.1665 -0.054 0.117 -0.014 -1.5337
Cl -11.9080 4.0178 2.9505 0.024 -0.141 -0.025 0.5372
Cl -11.8660 2.4994 0.4742 -0.006 0.000 0.096 0.5484
Cl -9.5999 2.3787 2.2913 -0.485 0.362 -0.296 0.4761
H -11.8123 1.6893 2.6767 0.069 0.086 -0.073 0.0067
C -3.3584 -1.1982 -15.2116 0.110 0.013 -0.009 -1.5410
Cl -2.3112 -1.0803 -13.7938 -0.111 0.221 -0.235 0.4921
Cl -2.5411 -0.5651 -16.6455 -0.084 -0.010 0.065 0.5206
Cl -3.8636 -2.8724 -15.4723 -0.011 0.083 0.036 0.5183
H -4.2452 -0.5984 -15.0318 0.110 -0.083 -0.029 0.0142
C -13.3140 0.3976 -2.3891 -0.080 -0.025 -0.067 -1.5641
Cl -14.7360 1.3676 -1.9870 0.126 -0.030 0.017 0.5134
Cl -13.6005 -1.3079 -2.0244 0.056 0.099 0.023 0.5201
Cl -12.8791 0.6052 -4.0895 0.019 0.009 0.114 0.5224
H -12.4832 0.7411 -1.7804 -0.101 -0.064 -0.073 -0.0302
C 6.0476 -2.0443 4.9260 0.057 -0.263 -0.048 -1.5091
Cl 4.6662 -1.0630 5.4325 0.112 0.087 0.170 0.5737
Cl 5.7703 -3.7457 5.3059 0.005 0.180 -0.026 0.5498
Cl 6.3522 -1.8336 3.1960 -0.071 0.030 0.052 0.5548
H 6.9243 -1.7093 5.4722 -0.117 0.005 -0.083 0.0220
C 2.3250 -4.7833 -13.6736 0.181 -0.124 0.193 -1.5379
Cl 1.0410 -3.8270 -12.9203 0.321 0.054 -0.547 0.5944
Cl 3.8933 -4.3797 -12.9709 -0.173 -0.207 0.288 0.5074
Cl 1.9931 -6.5103 -13.5045 -0.008 0.113 -0.060 0.5435
H 2.3519 -4.5434 -14.7319 -0.067 -0.051 0.130 -0.0378
C -10.2702 0.2970 7.0034 -0.289 0.015 -0.082 -1.4933
Cl -8.5782 0.0590 7.4718 -0.539 0.016 -0.293 0.5630
Cl -10.3686 1.1454 5.4577 -0.081 0.018 0.269 0.5226
Cl -11.1125 -1.2521 6.9195 0.096 0.126 0.049 0.5495
H -10.7525 0.9080 7.7605 0.085 -0.075 -0.082 0.0207
C 1.5714 -9.3111 -7.6730 -0.036 -0.064 -0.048 -1.5402
Cl 0.1898 -8.3446 -7.1434 -0.023 -0.180 -0.211 0.4673
Cl 1.3176 -11.0192 -7.2968 0.053 0.106 0.016 0.5295
Cl 1.8576 -9.0904 -9.4027 0.020 0.029 0.118 0.5275
H 2.4515 -8.9700 -7.1348 -0.118 -0.019 -0.044 0.0007
C 5.6951 -2.2821 -16.0939 0.101 0.010 0.093 -1.5239
Cl 6.9686 -3.4125 -15.6218 -0.084 0.054 -0.061 0.5274
Cl 4.0996 -2.9848 -15.7972 0.092 0.307 -0.529 0.5327
Cl 5.8695 -0.7515 -15.2291 -0.030 -0.085 -0.088 0.5287
H 5.7891 -2.0863 -17.1575 -0.029 -0.033 0.136 0.0158
```
Forces are in eV/Å.

## Properties
Energy in eV: -877568.47947
HOMO-LUMO gap in hartree: 0.27885
Molecular weight in g mol⁻¹: 2928.5
Highest occupied orbital energy in eV: -11.55
Net charge: +1